Entry 1:
Formula: C7H7N3
Source: the OMol25 dataset
Level of theory: the ωB97M-V functional and the def2-TZVPD basis

spin multiplicity	1
net charge	0
DFT total energy	-435.16414	Eh
structure (SMILES)	Nc1ccc2[nH]ncc2c1
energy relative to the best compared isomer or geometry (same formula, charge and spin)	1.092	eV
gap between HOMO and LUMO	0.3300	Eh

Geometry as XYZ:
```
17
Properties=species:S:1:pos:R:3:nbo_charge:R:1
N -0.60457 3.29950 0.34174 -0.8149
C -0.46912 1.80780 0.15360 0.1352
C -0.96649 1.18989 -1.08731 -0.2083
C -0.83647 -0.13087 -1.42236 -0.2286
C -0.06620 -0.94183 -0.61229 0.0880
N 0.29811 -2.21136 -0.56259 -0.3552
N 1.03796 -2.57223 0.49968 -0.2302
C 1.22171 -1.55910 1.15947 -0.0110
C 0.47262 -0.44344 0.53262 -0.1149
C 0.24136 0.93013 0.94357 -0.2296
H -1.46244 3.67109 -0.01357 0.3670
H -0.60784 3.57078 1.33494 0.3679
H -1.79932 1.66686 -1.65059 0.2072
H -1.34840 -0.51057 -2.25788 0.2138
H -0.09161 -2.95634 -1.19302 0.3988
H 1.79038 -1.48480 2.10214 0.2073
H 0.81427 1.31619 1.72231 0.2073
```



Entry 2:
Formula: C7H7N3O
Source: the OMol25 dataset
Level of theory: the ωB97M-V functional and the def2-TZVPD basis

spin multiplicity	1
net charge	0
DFT total energy	-510.26703	Eh
energy relative to the best compared isomer or geometry (same formula, charge and spin)	5.911	eV
gap between HOMO and LUMO (alpha / beta)	0.2448 / 0.2883	Eh

Geometry as XYZ:
```
18
Properties=species:S:1:pos:R:3:nbo_charge:R:1
C 0.29619 -1.10809 2.48189 -0.1797
C 0.35075 -2.47601 2.28404 -0.2631
C 0.03580 -0.34255 1.32902 -0.2215
C 0.13538 -2.99573 1.00320 0.0504
C 0.00702 -0.95631 0.05684 0.0611
C -0.17460 -0.26518 -1.16620 0.2003
C -0.20831 3.13689 -2.08428 0.1741
N 0.05841 -2.30677 -0.06607 -0.4002
N -0.18814 1.79547 -2.16772 -0.1752
N -0.24859 3.78204 -3.13527 -0.5998
O -0.18975 1.03017 -1.11303 -0.2147
H 0.36909 -0.69744 3.58296 0.2370
H 0.67659 -3.04255 3.13832 0.2238
H -0.03632 0.83177 1.31475 0.2320
H 0.01474 -4.06808 0.75565 0.1991
H -0.22513 -0.76648 -2.07099 0.2023
H -0.34589 3.63991 -1.14602 0.1322
H -0.32725 4.80896 -2.99707 0.3417
```



Entry 3:
Formula: C7H7N3O3S
Source: the OMol25 dataset
Level of theory: the ωB97M-V functional and the def2-TZVPD basis

spin multiplicity	1
net charge	0
DFT total energy	-1058.85768	Eh
energy relative to the best compared isomer or geometry (same formula, charge and spin)	1.938	eV
gap between HOMO and LUMO	0.2954	Eh

Geometry as XYZ:
```
21
Properties=species:S:1:pos:R:3:nbo_charge:R:1
C -0.92821 1.23424 1.77371 -0.2749
C -1.24236 -0.21700 1.67784 -0.3109
C -0.15785 1.83880 0.90625 -0.0124
C -0.87944 -0.98489 0.61582 0.3436
C -0.16553 -0.61776 -0.58762 0.1217
C -0.85439 -2.66531 -0.91276 0.0672
C 0.29366 0.76900 -0.82898 -0.1177
N -0.04781 -1.58100 -1.40010 -0.3354
N 2.50850 0.54560 0.63575 -1.0379
N -0.27117 1.39593 -1.96722 0.4756
O 0.54240 1.95130 -2.70603 -0.3608
O -1.48719 1.41299 -2.16846 -0.3577
O -1.28170 -2.26655 0.40208 -0.4842
S 2.07698 1.15953 -0.91565 0.4671
H -0.97644 1.59375 2.81250 0.2394
H -1.74367 -0.75721 2.42802 0.2260
H 0.29649 2.74006 0.88856 0.1918
H -1.57841 -2.79020 -1.62279 0.1919
H -0.30597 -3.56389 -0.84374 0.1879
H 3.02415 -0.41518 0.60502 0.3848
H 3.17795 1.21780 1.20781 0.3949
```



Entry 4:
Formula: C7H7N3S
Source: the OMol25 dataset
Level of theory: the ωB97M-V functional and the def2-TZVPD basis

spin multiplicity	1
net charge	0
DFT total energy	-833.28936	Eh
structure (SMILES)	[H]/N=C/N=C=C(N)c1cccs1
energy relative to the best compared isomer or geometry (same formula, charge and spin)	3.948	eV
gap between HOMO and LUMO	0.3054	Eh

Geometry as XYZ:
```
18
Properties=species:S:1:pos:R:3:nbo_charge:R:1
H -4.46941 -1.08862 1.46463 0.3491
N -4.13814 -0.64394 0.64037 -0.6366
C -3.12218 -1.17111 0.15773 0.2665
N -2.34978 -0.40448 -0.70293 -0.4237
C -1.53293 0.44569 -0.41365 0.4481
C -0.37846 1.02938 -0.24426 -0.0762
N -0.36012 2.43829 0.00946 -0.8043
C 0.82039 0.16344 -0.14747 -0.2194
C 2.14753 0.58799 -0.15761 -0.2884
C 3.06036 -0.41411 -0.03859 -0.2466
C 2.49303 -1.66356 -0.01246 -0.4498
S 0.78734 -1.56042 -0.01014 0.4628
H -2.73072 -2.14366 0.39464 0.1660
H -0.38302 2.90235 -0.89649 0.3753
H 0.40085 2.66760 0.59001 0.3725
H 2.53667 1.57334 -0.34054 0.2231
H 4.17565 -0.07218 -0.15283 0.2300
H 3.04293 -2.64598 -0.13988 0.2515
```